Molecular formula: C4H11N3O2
Method: DFT, wB97M-V/def2-TZVPD

Last column: Löwdin spin population.
Atoms and positions in Å:
1 C -1.884 -1.755 -2.072  0.00
2 C -2.626 -0.488 -1.822  0.00
3 O -1.667 0.509 -1.605  0.00
4 O -3.756 -0.291 -1.516  0.00
5 H -1.020 -1.666 -2.737  0.00
6 H -2.446 -2.576 -2.483  0.00
7 H -1.530 -2.108 -1.093  0.00
8 C 3.090 -0.951 2.141  0.01
9 C 1.674 0.845 1.262  0.07
10 N 1.262 2.099 1.458  0.67
11 N 2.878 0.373 1.572  0.10
12 N 0.833 0.096 0.573  0.12
13 H 1.884 2.745 1.957  0.02
14 H -2.069 1.388 -1.491  0.00
15 H 3.532 1.071 1.902  0.00
16 H 0.935 -0.809 0.122  0.00
17 H -0.086 0.526 0.486  0.00
18 H 3.377 -0.954 3.193  0.00
19 H 3.935 -1.426 1.668  0.00
20 H 2.218 -1.571 2.026  0.00

Calculated values
Electronic energy in eV: -12883.58052
E_LUMO (alpha / beta) in eV: -3.29 / -7.74
Maximum force in eV/Å: 2.185
Total charge: +1
Spin multiplicity: 2
Energy above the lowest of the compared OMol25 structures with the same formula, charge and spin in kcal/mol: 34.9

Molecular formula: C2H14NO4
Method: DFT, wB97M-V/def2-TZVPD

Last column: Mulliken charge in e.
Atoms and positions in Å:
1 C 0.531 0.973 -1.199  -0.32
2 C 0.405 2.265 -1.422  -0.56
3 N 1.090 0.512 0.084  -0.18
4 H 0.262 0.202 -1.900  0.46
5 H -0.218 2.638 -2.222  0.28
6 H 0.755 3.031 -0.742  0.24
7 H 0.242 0.419 0.669  0.41
8 H 1.299 -0.469 -0.073  0.33
9 H 1.785 1.134 0.477  0.34
10 H 3.525 -0.908 -2.321  0.29
11 H 2.779 0.336 -2.778  0.31
12 O 2.785 -0.366 -2.114  -0.59
13 H -2.097 0.529 -0.401  0.31
14 H -2.288 -0.195 0.876  0.38
15 O -1.741 0.516 0.501  -0.64
16 H 0.157 -0.978 3.112  0.36
17 H -0.718 -1.298 2.010  0.29
18 O 0.241 -1.293 2.192  -0.64
19 H -2.794 -2.523 1.983  0.32
20 H -3.365 -2.071 0.653  0.31
21 O -2.880 -1.749 1.414  -0.69

Calculated values
Electronic energy in eV: -11974.49667
E_LUMO in eV: -2.80
Maximum force in eV/Å: 2.512
Total charge: +1
Energy above the lowest of the compared OMol25 structures with the same formula, charge and spin in kcal/mol: 21.8

Molecular formula: C25H22N2O5S
Method: DFT, wB97M-V/def2-TZVPD

Last column: Mulliken charge in e.
Atoms and positions in Å:
1 C -4.216 -5.885 1.889  -0.91
2 H -5.104 -6.528 2.380  0.18
3 O -3.845 -5.117 2.802  -0.35
4 C -2.869 -4.069 2.463  0.60
5 C -2.574 -3.064 3.434  -0.72
6 C -1.393 -2.148 3.268  -1.00
7 C -0.763 -1.993 2.086  0.30
8 C -1.314 -2.997 0.831  -1.31
9 C -2.238 -3.948 1.068  -0.05
10 H -2.560 -4.605 0.407  0.80
11 H -0.669 -3.037 -0.125  0.02
12 S 0.394 -0.913 1.460  1.39
13 O 0.261 0.163 2.725  -0.73
14 O 1.613 -1.605 1.205  -0.59
15 N -0.329 -0.047 0.155  0.22
16 C -1.385 0.515 0.185  0.32
17 O -1.908 1.173 -0.748  -0.71
18 C -2.373 0.245 1.317  0.63
19 C -2.373 0.697 2.434  0.90
20 C -3.129 0.535 3.510  -1.12
21 N -4.277 -0.248 3.206  -0.50
22 C -4.161 -0.899 2.142  -0.14
23 C -3.423 -0.768 1.059  -0.76
24 H -3.482 -1.182 0.195  0.90
25 H -5.312 -1.674 1.780  0.09
26 H -3.241 0.980 4.450  0.50
27 H -1.584 1.681 2.729  -0.08
28 C 0.751 0.057 -0.825  -0.54
29 C 1.363 1.554 -0.784  0.03
30 C 2.215 1.739 -1.737  -0.73
31 C 2.620 0.589 -2.758  0.20
32 C 2.020 -0.549 -2.685  -1.43
33 C 1.149 -0.868 -1.595  -0.04
34 H 0.657 -1.679 -1.472  0.93
35 H 2.416 -1.308 -3.231  0.52
36 O 3.628 0.935 -3.586  -0.48
37 C 3.616 2.434 -3.385  0.22
38 C 3.146 2.841 -2.047  0.13
39 C 3.016 4.243 -1.740  -0.49
40 C 3.848 5.131 -2.791  -0.38
41 C 4.995 4.570 -3.045  -0.99
42 H 5.785 5.279 -3.786  0.24
43 H 5.665 4.418 -2.386  0.52
44 C 4.704 3.419 -3.980  -0.59
45 H 5.681 2.733 -4.331  0.26
46 H 4.158 3.483 -4.916  0.33
47 H 3.785 6.196 -2.188  0.27
48 H 2.878 5.365 -3.450  0.30
49 H 1.907 4.524 -1.636  0.33
50 H 3.660 4.320 -0.832  0.25
51 H 0.895 2.209 -0.212  0.84
52 H -1.129 -1.617 3.949  1.33
53 H -3.005 -3.457 4.433  0.28
54 H -3.455 -6.484 1.579  0.42
55 H -4.717 -5.338 1.131  0.39

Calculated values
Electronic energy in eV: -50314.03032
E_LUMO in eV: -0.37
Maximum force in eV/Å: 17.203
Energy above the lowest of the compared OMol25 structures with the same formula, charge and spin in kcal/mol: 543.0

Molecular formula: C17H15ClF5O6S
Method: DFT, wB97M-V/def2-TZVPD

Last column: Mulliken charge in e.
Atoms and positions in Å:
1 C 0.815 -3.034 0.477  -0.77
2 C -0.186 -2.986 -0.772  -0.61
3 C -0.306 -1.450 -1.138  0.36
4 C 0.847 -0.799 -1.470  -0.06
5 C 0.722 0.730 -1.772  -0.52
6 O 1.344 1.270 -2.657  -0.56
7 C -0.322 1.476 -0.859  0.78
8 C -0.060 2.823 -0.364  0.72
9 C 1.220 3.674 -0.610  -0.88
10 C 2.599 2.958 -0.366  -0.77
11 C 2.667 1.998 0.884  -0.50
12 S 3.505 0.370 0.514  -0.20
13 C -1.105 3.430 0.488  -1.46
14 C -2.348 2.738 0.804  -0.85
15 C -2.626 1.373 0.309  0.35
16 C -3.962 0.626 0.644  1.45
17 F -3.676 -0.576 1.269  -0.30
18 F -4.701 0.396 -0.508  -0.29
19 C -4.928 1.495 1.564  0.43
20 F -4.423 1.730 2.803  -0.22
21 F -6.085 0.753 1.735  -0.29
22 F -5.315 2.624 0.904  -0.22
23 C -1.575 0.768 -0.507  0.45
24 C -1.677 -0.698 -1.080  -0.16
25 O -2.705 -1.185 -1.469  -0.53
26 H 0.807 -2.054 1.046  0.27
27 H 0.553 -3.829 1.214  0.33
28 H 1.872 -3.134 0.078  0.22
29 H -1.200 -3.325 -0.417  0.26
30 H 0.204 -3.596 -1.621  0.37
31 H 1.837 -1.301 -1.525  0.58
32 H 1.196 4.073 -1.659  0.30
33 H 1.184 4.559 0.088  0.36
34 H 2.999 2.408 -1.258  0.35
35 H 3.353 3.780 -0.179  0.41
36 H 1.684 1.731 1.340  0.32
37 H 3.298 2.450 1.699  0.37
38 H 3.413 0.142 -0.834  0.09
39 H -0.970 4.445 0.930  0.23
40 H -3.077 3.270 1.455  0.26
41 O 2.849 -6.861 -1.002  -0.67
42 Cl 3.027 -6.027 0.165  1.66
43 O 2.918 -4.632 -0.220  -0.69
44 O 4.332 -6.267 0.737  -0.68
45 O 2.005 -6.333 1.141  -0.68

Calculated values
Electronic energy in eV: -67094.89505
E_LUMO in eV: 1.00
Maximum force in eV/Å: 2.473
Total charge: -1
Energy above the lowest of the compared OMol25 structures with the same formula, charge and spin in kcal/mol: 0.0

Molecular formula: C17H23N3O5TeTi
Method: DFT, wB97M-V/def2-TZVPD

Last column: Löwdin spin population.
Atoms and positions in Å:
1 Ti 0.134 0.149 0.709  0.86
2 O -0.506 1.186 -1.302  0.00
3 C -1.903 1.121 -1.613  0.00
4 C -2.387 -0.282 -1.266  0.00
5 N -2.184 -0.564 0.156  0.01
6 C -2.168 -2.012 0.384  0.00
7 C -0.669 -2.328 0.281  0.00
8 O -0.188 -3.037 -0.578  0.00
9 O 0.021 -1.642 1.130  0.03
10 C -3.040 0.231 1.029  0.00
11 C -2.270 1.505 1.483  0.00
12 O -2.835 2.480 1.906  0.00
13 O -0.988 1.380 1.351  0.01
14 H -0.239 2.115 -1.368  0.00
15 H -2.038 1.301 -2.687  0.00
16 H -2.465 1.870 -1.042  0.00
17 H -1.798 -1.004 -1.845  0.00
18 H -3.447 -0.376 -1.551  0.00
19 H -2.757 -2.569 -0.353  0.00
20 H -2.527 -2.250 1.387  0.00
21 H -3.294 -0.322 1.939  0.00
22 H -3.981 0.543 0.560  0.00
23 N 1.443 -0.790 -0.849  0.00
24 C 2.730 -0.147 -0.733  0.00
25 C 3.882 -0.636 -1.319  0.01
26 C 5.077 0.082 -1.220  0.00
27 C 5.109 1.284 -0.555  0.01
28 C 3.956 1.807 0.062  0.00
29 C 3.920 3.045 0.738  0.03
30 C 2.728 3.453 1.305  0.00
31 C 1.600 2.651 1.228  0.03
32 N 1.585 1.459 0.595  0.00
33 C 2.752 1.056 -0.006  0.01
34 H 1.533 -1.806 -0.692  0.00
35 H 1.104 -0.695 -1.814  0.00
36 H 3.847 -1.569 -1.862  0.00
37 H 5.966 -0.310 -1.690  0.00
38 H 6.021 1.857 -0.496  0.00
39 H 4.805 3.656 0.796  0.00
40 H 2.674 4.399 1.818  0.00
41 H 0.669 2.960 1.692  0.00
42 C 2.763 -1.194 3.053  0.00
43 Te 0.974 -0.052 3.480  0.00
44 C -0.187 -1.763 4.124  0.00
45 H 2.543 -1.939 2.292  0.00
46 H 3.125 -1.670 3.962  0.00
47 H 3.527 -0.509 2.697  0.00
48 H 0.231 -2.185 5.032  0.00
49 H -0.195 -2.504 3.330  0.00
50 H -1.195 -1.416 4.325  0.00

Calculated values
Electronic energy in eV: -63116.22069
E_LUMO (alpha / beta) in eV: -3.85 / -3.90
Maximum force in eV/Å: 3.862
Total charge: +1
Spin multiplicity: 2
Energy above the lowest of the compared OMol25 structures with the same formula, charge and spin in kcal/mol: 30.1

Molecular formula: C25H25ClN4O
Method: DFT, wB97M-V/def2-TZVPD

Last column: Mulliken charge in e.
Atoms and positions in Å:
1 O 1.172 2.307 1.778  -0.77
2 C 1.700 2.065 0.581  -0.55
3 N 1.241 2.708 -0.586  0.36
4 C 1.895 2.258 -1.769  -1.36
5 C 2.799 0.970 -1.474  -0.61
6 H 3.740 1.265 -1.592  0.98
7 C 2.223 -0.367 -1.618  -0.95
8 H 1.728 -0.198 -2.838  0.34
9 H 3.120 -0.870 -2.012  0.32
10 C 1.503 -0.775 -0.607  0.46
11 C 1.089 -1.982 -0.555  0.76
12 C 1.679 -3.137 -1.284  -0.32
13 C 1.082 -4.587 -0.995  -1.35
14 C 0.019 -3.943 -0.076  0.08
15 N 0.035 -2.695 -0.046  0.44
16 C -0.983 -2.004 0.946  0.21
17 C -0.543 -1.075 1.714  0.84
18 C -1.623 -0.337 2.453  -0.69
19 C -2.780 -0.641 2.175  0.10
20 N -3.240 -1.708 1.562  -0.55
21 C -2.304 -2.347 0.659  -1.79
22 H -2.697 -3.049 0.253  1.07
23 H -3.709 -0.189 2.844  0.26
24 H -1.416 0.597 3.192  0.20
25 H 0.444 -0.418 1.521  0.47
26 H -0.684 -4.605 0.330  0.47
27 H 1.310 -5.585 -1.201  0.42
28 H 2.704 -3.020 -1.821  0.18
29 N 2.108 -0.290 0.696  -0.40
30 C 3.359 -1.079 1.135  -0.74
31 C 4.568 -0.025 0.907  -0.49
32 H 5.032 -0.313 -0.124  0.18
33 H 5.302 -0.276 1.779  0.40
34 C 3.928 1.137 0.990  -0.53
35 H 3.667 1.469 2.043  0.33
36 H 4.633 2.237 0.623  0.22
37 C 2.682 1.091 0.058  1.29
38 H 3.133 -1.281 2.377  0.31
39 H 3.418 -1.924 0.515  0.45
40 H 0.398 -0.044 -0.505  -1.04
41 H 1.258 1.922 -2.403  0.37
42 H 2.272 3.243 -1.831  0.63
43 C -0.186 3.423 -0.548  -1.80
44 C -1.402 2.511 -0.398  1.78
45 C -1.667 1.599 -1.299  -0.10
46 C -2.544 0.704 -1.074  0.52
47 C -3.577 0.994 -0.080  -0.79
48 C -3.320 2.072 0.708  -0.44
49 C -2.277 3.073 0.426  -0.75
50 H -2.276 3.903 1.218  0.27
51 H -4.162 2.538 1.362  0.26
52 H -4.519 0.539 -0.061  0.51
53 Cl -2.725 -0.574 -2.147  -0.20
54 H -0.780 1.175 -1.886  -0.04
55 H 0.103 4.106 0.369  0.24
56 H -0.057 4.116 -1.311  0.57

Calculated values
Electronic energy in eV: -46842.65225
E_LUMO in eV: 0.28
Maximum force in eV/Å: 16.969

The lowest maximum force belongs to which entry?
C4H11N3O2

Which value of maximum force does entry 6 give?
16.969 eV/Å

What is the electronic energy in the third record?
-50314.03032 eV

Which of these has the highest electronic energy?
C2H14NO4